{"formula": "C37H30AuN2O4P2", "method": "the ωB97M-V functional and the def2-TZVPD basis", "homo_ha": [-0.40294, -0.40294], "molar_mass_g_mol": 825.57, "e_above_lowest_ev": 2.1457, "homo_lumo_gap_ha": [0.210, 0.210], "total_charge": 1, "symbols": ["Au", "C", "P", "C", "C", "C", "C", "C", "C", "C", "C", "C", "C", "C", "C", "C", "C", "C", "C", "C", "P", "C", "C", "C", "C", "C", "C", "C", "C", "C", "C", "C", "C", "N", "H", "H", "H", "H", "H", "H", "H", "H", "H", "H", "H", "H", "H", "H", "H", "H", "H", "H", "H", "H", "H", "H", "H", "H", "H", "H", "O", "C", "O", "C", "C", "C", "C", "C", "C", "N", "O", "O", "H", "H", "H", "H"], "coordinates": [[-0.2610, 0.0763, -0.2860], [1.0434, 2.7310, -1.7391], [-0.3238, 2.4396, -0.5695], [-1.8555, 2.5059, -1.5247], [-1.8586, 2.5226, -2.9180], [-3.0639, 2.4738, -3.6037], [-4.2612, 2.4010, -2.9067], [-4.2611, 2.3722, -1.5180], [-3.0631, 2.4185, -0.8269], [-0.3156, 3.7962, 0.6068], [0.5599, 3.7698, 1.6914], [0.6162, 4.8579, 2.5474], [-0.1988, 5.9592, 2.3310], [-1.0747, 5.9828, 1.2547], [-1.1370, 4.9042, 0.3888], [1.3146, 1.4743, -2.4924], [2.0089, 1.1967, -3.6421], [2.0319, -0.2143, -3.7979], [1.3594, -0.7569, -2.7320], [1.2386, -2.1432, -2.1954], [-0.2015, -2.1453, -1.0790], [-1.6581, -2.3853, -2.1098], [-2.1815, -3.6656, -2.2988], [-3.2561, -3.8488, -3.1528], [-3.8123, -2.7636, -3.8158], [-3.2966, -1.4893, -3.6277], [-2.2215, -1.2956, -2.7762], [-0.1242, -3.4622, 0.1192], [-1.2204, -3.6215, 0.9692], [-1.1954, -4.5985, 1.9463], [-0.0821, -5.4200, 2.0763], [1.0060, -5.2653, 1.2316], [0.9922, -4.2822, 0.2541], [0.9225, 0.2772, -1.9456], [1.9003, 3.0342, -1.1282], [0.8046, 3.5764, -2.3884], [-0.9307, 2.5621, -3.4745], [-3.0646, 2.4970, -4.6854], [-5.1986, 2.3692, -3.4461], [-5.1944, 2.3153, -0.9746], [-3.0628, 2.3986, 0.2575], [1.1576, 2.8898, 1.8859], [1.2892, 4.8377, 3.3936], [-0.1557, 6.8026, 3.0071], [-1.7097, 6.8423, 1.0878], [-1.8156, 4.9306, -0.4537], [2.4617, 1.9221, -4.2983], [2.5576, -0.7680, -4.5587], [2.1202, -2.4169, -1.6106], [1.0879, -2.8914, -2.9754], [-1.7545, -4.5131, -1.7778], [-3.6614, -4.8407, -3.2991], [-4.6533, -2.9128, -4.4798], [-3.7315, -0.6419, -4.1403], [-1.8273, -0.2953, -2.6364], [-2.0900, -2.9822, 0.8664], [-2.0416, -4.7202, 2.6086], [-0.0642, -6.1841, 2.8418], [1.8705, -5.9064, 1.3355], [1.8523, -4.1645, -0.3906], [0.2783, 0.8208, 2.4291], [1.0560, -0.1224, 2.2702], [0.9618, -0.9595, 1.3017], [2.1967, -0.3498, 3.2226], [2.0428, 0.0127, 4.5570], [3.0808, -0.1803, 5.4523], [4.2625, -0.7216, 4.9784], [4.4452, -1.0782, 3.6544], [3.3933, -0.8946, 2.7748], [5.3790, -0.9280, 5.9249], [5.2651, -0.4520, 7.0342], [6.3364, -1.5587, 5.5253], [1.1078, 0.4486, 4.8803], [2.9925, 0.0844, 6.4952], [5.3904, -1.4926, 3.3389], [3.4957, -1.1711, 1.7357]], "forces_ev_per_angstrom": [[1.3, -0.1, -0.6], [0.0, 0.0, 0.0], [-0.1, 0.2, 0.1], [0.0, 0.0, 0.1], [0.0, 0.0, 0.0], [0.0, 0.0, 0.0], [0.0, 0.0, 0.0], [0.0, 0.0, 0.0], [0.0, 0.0, 0.0], [-0.1, -0.1, 0.0], [0.0, 0.0, 0.0], [0.0, 0.0, 0.0], [0.0, 0.0, 0.0], [0.0, 0.0, 0.0], [0.0, 0.0, 0.0], [-0.1, 0.0, 0.0], [-0.1, 0.1, -0.1], [0.1, -0.1, 0.1], [0.1, -0.1, -0.1], [0.0, 0.0, 0.0], [-0.2, -0.1, -0.1], [0.0, 0.1, 0.1], [0.0, 0.0, 0.0], [0.0, 0.0, 0.0], [0.0, 0.0, 0.0], [0.0, 0.0, 0.0], [0.0, 0.0, 0.0], [0.0, 0.0, 0.0], [0.0, 0.0, 0.0], [0.0, 0.0, 0.0], [0.0, 0.0, 0.0], [0.0, 0.0, 0.0], [0.0, 0.0, 0.0], [-0.4, 0.2, 0.1], [0.0, 0.0, 0.0], [0.0, 0.0, 0.0], [0.0, 0.0, 0.0], [0.0, 0.0, 0.0], [0.0, 0.0, 0.0], [0.0, 0.0, 0.0], [0.0, 0.0, 0.0], [0.0, 0.0, 0.0], [0.0, 0.0, 0.0], [0.0, 0.0, 0.0], [0.0, 0.0, 0.0], [0.0, 0.0, 0.0], [0.1, 0.0, 0.0], [0.0, 0.0, 0.0], [0.0, 0.0, 0.0], [0.0, 0.0, 0.0], [0.0, 0.0, 0.0], [0.0, 0.0, 0.0], [0.0, 0.0, 0.0], [0.0, 0.0, 0.0], [0.0, 0.0, 0.0], [0.0, 0.0, 0.0], [0.0, 0.0, 0.0], [0.0, 0.0, 0.0], [0.0, 0.0, 0.0], [0.0, 0.0, 0.0], [0.0, 0.0, 0.0], [-0.2, -0.1, 0.1], [-0.1, 0.1, 0.2], [-0.1, 0.1, 0.1], [0.0, 0.1, -0.1], [0.0, 0.0, 0.0], [0.0, 0.0, 0.0], [0.0, 0.0, 0.1], [0.0, -0.1, 0.0], [0.0, 0.0, 0.0], [0.0, 0.0, 0.0], [0.0, 0.0, 0.1], [0.0, 0.0, 0.0], [0.0, 0.0, 0.0], [0.0, 0.0, 0.0], [0.0, 0.0, 0.0]]}

---

{"formula": "C37H30BO7", "method": "the ωB97M-V functional and the def2-TZVPD basis", "homo_ha": -0.14585, "molar_mass_g_mol": 597.45, "homo_lumo_gap_ha": 0.156, "total_charge": -1, "symbols": ["C", "C", "C", "C", "C", "C", "C", "O", "B", "C", "C", "O", "O", "H", "H", "H", "H", "H", "H", "H", "H", "H", "H", "H", "H", "H", "H", "C", "C", "C", "C", "C", "C", "C", "O", "C", "C", "C", "C", "C", "C", "C", "O", "H", "H", "H", "H", "H", "H", "H", "H", "C", "C", "C", "C", "C", "C", "C", "O", "C", "C", "C", "C", "C", "C", "C", "O", "H", "H", "H", "H", "H", "H", "H", "H"], "coordinates": [[-0.8472, 6.2338, -2.0434], [-0.1308, 6.1889, -1.0847], [0.7663, 6.1556, 0.0568], [2.1446, 5.5453, -0.2655], [2.0549, 4.0392, -0.5897], [2.6855, 3.5477, -1.9284], [1.5873, 2.8205, -2.7752], [1.0634, 3.8209, -3.6002], [2.0885, 4.8955, -3.7517], [2.5347, 5.1475, -5.3137], [3.3138, 6.4147, -5.4943], [3.9564, 6.9709, -4.6312], [3.1728, 4.4880, -2.8063], [-1.1841, 6.0543, -3.0368], [0.2808, 5.5322, 0.8118], [0.8894, 7.1581, 0.4663], [2.7098, 5.6692, 0.6611], [2.6613, 6.1133, -1.0343], [1.0075, 3.7550, -0.4988], [2.5741, 3.5085, 0.2106], [3.4380, 2.7791, -1.7199], [0.7849, 2.3724, -2.1788], [2.0413, 2.0006, -3.3574], [1.6732, 5.9794, -3.3368], [3.0976, 4.3183, -5.7582], [1.6023, 5.2666, -5.8751], [3.2902, 6.8559, -6.5214], [-3.3846, -0.6447, 4.0688], [-3.3272, 0.7240, 4.3131], [-3.1095, 1.6076, 3.2698], [-2.9388, 1.1276, 1.9776], [-2.9769, -0.2451, 1.7362], [-3.2087, -1.1275, 2.7841], [-2.7559, -0.7883, 0.3658], [-2.8026, -1.9878, 0.1644], [-2.4759, 0.1706, -0.7321], [-2.2100, -0.3176, -2.0050], [-1.9556, 0.5623, -3.0435], [-1.9764, 1.9341, -2.8196], [-2.2392, 2.4284, -1.5526], [-2.4789, 1.5521, -0.5020], [-2.7229, 2.0973, 0.8615], [-2.7471, 3.2899, 1.0725], [-3.5605, -1.3337, 4.8853], [-3.4529, 1.1002, 5.3200], [-3.0678, 2.6726, 3.4516], [-3.2424, -2.1897, 2.5841], [-2.1965, -1.3851, -2.1762], [-1.7384, 0.1802, -4.0321], [-1.7764, 2.6215, -3.6310], [-2.2451, 3.4978, -1.3836], [3.7877, -7.6816, 0.7070], [4.0248, -7.8123, 2.0715], [3.0660, -7.4100, 2.9849], [1.8688, -6.8647, 2.5388], [1.6396, -6.7147, 1.1700], [2.5988, -7.1340, 0.2572], [0.3809, -6.0923, 0.6669], [0.1814, -5.9718, -0.5228], [-0.6173, -5.6208, 1.6670], [-1.7717, -4.9879, 1.2252], [-2.7141, -4.5551, 2.1416], [-2.5113, -4.7599, 3.5024], [-1.3602, -5.3857, 3.9496], [-0.4053, -5.8110, 3.0360], [0.8411, -6.4526, 3.5365], [1.0204, -6.6333, 4.7236], [4.5356, -8.0034, -0.0056], [4.9597, -8.2302, 2.4210], [3.2423, -7.5133, 4.0465], [2.4109, -7.0245, -0.8018], [-1.9275, -4.8287, 0.1679], [-3.6082, -4.0599, 1.7917], [-3.2530, -4.4244, 4.2166], [-1.1955, -5.5424, 5.0065]], "forces_ev_per_angstrom": [[0.2, -0.5, -0.4], [-0.1, 0.3, 0.1], [0.1, -0.2, -0.1], [-0.1, -0.1, 0.4], [0.6, 0.6, 0.2], [-1.4, -1.3, -0.6], [0.2, 0.3, 0.0], [-0.2, -0.2, -0.2], [0.0, 0.7, 0.5], [0.0, 0.2, 0.6], [0.2, -0.3, 0.3], [-0.1, 0.0, -0.5], [0.6, 0.1, 0.0], [-0.3, 0.2, 0.0], [0.1, 0.1, 0.3], [0.0, 0.1, 0.0], [0.2, 0.0, 0.0], [-0.1, -0.1, -0.3], [-0.1, -0.2, -0.3], [0.0, -0.1, 0.1], [0.4, 0.2, 0.3], [0.0, 0.0, 0.2], [0.1, 0.0, -0.1], [-0.4, 0.0, -0.2], [0.1, 0.0, -0.1], [0.0, -0.1, -0.3], [0.0, 0.1, 0.0], [0.0, 0.0, 0.0], [0.0, 0.0, 0.0], [0.0, 0.0, 0.2], [0.0, -0.1, -0.1], [0.0, 0.1, 0.0], [0.0, 0.0, 0.1], [0.0, -0.2, -0.1], [0.0, 0.0, 0.0], [0.0, 0.1, 0.1], [0.0, 0.0, -0.1], [0.0, 0.1, 0.0], [0.0, 0.0, -0.1], [0.0, 0.1, -0.1], [0.0, -0.1, 0.0], [0.0, 0.2, -0.1], [0.0, 0.0, 0.0], [0.0, 0.0, 0.0], [0.0, 0.0, 0.0], [0.0, 0.0, -0.1], [0.1, 0.2, 0.0], [0.0, 0.0, 0.1], [0.0, 0.0, 0.0], [0.1, 0.0, 0.0], [0.1, 0.0, 0.1], [0.0, 0.0, 0.0], [0.0, 0.0, 0.0], [0.1, -0.1, 0.0], [-0.1, 0.0, -0.1], [0.0, 0.0, 0.1], [0.1, -0.1, -0.1], [-0.1, 0.0, -0.2], [0.0, 0.0, 0.0], [0.1, 0.0, 0.1], [-0.1, 0.0, 0.0], [0.0, -0.2, 0.1], [0.0, 0.0, -0.1], [-0.1, 0.1, 0.1], [0.1, 0.0, -0.1], [0.0, 0.0, 0.2], [0.0, 0.0, 0.0], [0.0, 0.0, 0.0], [0.0, 0.0, 0.0], [-0.1, 0.0, 0.0], [-0.1, 0.1, 0.0], [0.1, 0.0, 0.0], [0.0, 0.0, -0.1], [0.0, 0.0, 0.0], [0.1, 0.0, 0.0]]}

---

{"formula": "C37H30N11SSeTi", "method": "the ωB97M-V functional and the def2-TZVPD basis", "spin_multiplicity": 3, "s_squared": 2.040, "homo_ha": [-0.32937, -0.38227], "molar_mass_g_mol": 787.62, "homo_lumo_gap_ha": [0.172, 0.225], "total_charge": 1, "symbols": ["Ti", "N", "C", "C", "C", "C", "C", "C", "C", "C", "C", "C", "C", "C", "N", "C", "C", "C", "C", "N", "H", "H", "H", "H", "H", "H", "H", "H", "H", "H", "N", "C", "C", "C", "C", "C", "C", "N", "C", "C", "C", "C", "N", "C", "C", "H", "H", "H", "H", "H", "H", "H", "H", "H", "Se", "N", "C", "C", "C", "C", "N", "C", "N", "H", "H", "H", "S", "C", "N", "C", "C", "C", "N", "H", "H", "H", "H", "H", "H", "H", "H"], "coordinates": [[-0.3427, -0.5627, 0.9291], [-9.4117, -0.7660, -4.7078], [-8.4414, -0.8145, -4.0181], [-7.2072, -0.8464, -3.2730], [-5.9605, -0.5372, -3.8814], [-4.7363, -0.5544, -3.1943], [-4.7084, -0.9074, -1.8430], [-5.9559, -1.1806, -1.1666], [-7.2001, -1.1474, -1.8697], [-3.4047, -0.8580, -1.0795], [-3.1406, -1.8396, -0.0690], [-3.7791, -3.1166, 0.1843], [-3.0975, -3.7751, 1.2370], [-2.0156, -2.9615, 1.5530], [-2.0026, -1.8132, 0.7915], [-2.3930, 0.1017, -1.4510], [-2.4534, 1.2388, -2.3245], [-1.2337, 1.9471, -2.1899], [-0.4677, 1.3169, -1.2446], [-1.1209, 0.2127, -0.7686], [-5.9756, -0.3310, -4.9392], [-3.8175, -0.3379, -3.7437], [-5.9413, -1.4862, -0.1262], [-8.1233, -1.4006, -1.3306], [-4.6794, -3.4994, -0.3441], [-3.3872, -4.7102, 1.7491], [-1.1871, -3.1564, 2.2143], [-3.2370, 1.4883, -3.0546], [-0.8654, 2.8130, -2.7730], [0.5256, 1.5453, -0.8934], [5.1852, 4.4272, 1.6991], [6.5192, 4.8195, 1.5306], [7.2411, 5.9151, 1.9420], [8.5673, 5.9982, 1.4483], [9.1108, 4.9864, 0.6619], [8.4194, 3.8262, 0.3460], [7.0921, 3.7501, 0.7407], [6.1598, 2.7863, 0.5057], [5.0555, 3.2277, 1.0790], [3.8593, 2.4195, 1.1271], [2.6183, 2.7967, 1.6506], [1.5458, 1.9302, 1.6277], [1.6020, 0.6426, 1.1755], [2.8259, 0.2477, 0.6955], [3.9307, 1.0888, 0.6640], [4.4326, 4.8886, 2.2315], [6.8951, 6.6505, 2.6784], [9.2056, 6.8430, 1.6733], [10.1540, 5.1205, 0.3791], [8.9271, 2.9474, -0.1003], [2.4313, 3.7976, 2.1000], [0.6188, 2.2486, 2.1175], [2.8973, -0.7529, 0.2915], [4.8973, 0.7662, 0.2822], [-2.3788, 1.6355, 2.9524], [-2.1780, 1.3127, 4.7152], [-1.2316, 0.3620, 4.8308], [-0.9267, -0.1554, 6.1038], [-0.0715, -1.2575, 6.1384], [0.5294, -1.7096, 4.9603], [0.2809, -1.2611, 3.7100], [-0.5411, -0.2118, 3.6514], [-1.0195, 0.3240, 2.5035], [-1.4657, 0.2544, 6.9351], [0.1098, -1.8367, 7.0340], [1.2334, -2.5409, 5.0342], [0.9870, -2.6450, -0.1253], [0.3033, -3.0809, -1.7227], [0.7360, -2.5310, -2.8664], [-0.1115, -2.4780, -4.0538], [-0.8316, -3.8180, -4.2152], [-1.4932, -4.3248, -2.9269], [-0.5904, -4.0633, -1.7821], [1.3559, -1.7391, -2.7739], [0.5923, -2.2510, -4.8532], [-0.8193, -1.6058, -3.9385], [-0.1467, -4.5583, -4.6282], [-1.6303, -3.6351, -4.9852], [-1.6904, -5.4013, -3.0016], [-2.4692, -3.8139, -2.7276], [-0.9628, -4.4034, -0.8879]], "forces_ev_per_angstrom": [[0.3, -1.0, -0.5], [3.8, -0.2, 2.8], [-3.3, 0.2, -2.8], [1.3, 0.1, 1.7], [-0.5, -0.4, 0.2], [-1.0, -0.4, -0.3], [-0.6, 0.3, 1.1], [-0.1, 0.0, -1.7], [1.4, -0.1, -0.3], [0.7, -0.9, 0.2], [0.8, -0.9, 0.5], [-0.7, 0.0, 0.3], [-1.2, 0.0, -1.0], [0.1, 2.0, -1.5], [-0.7, -1.3, 0.3], [0.8, 1.2, 0.8], [0.7, -0.1, -0.1], [-0.6, 0.9, -1.4], [-1.0, -1.6, 0.3], [-0.6, 0.2, -0.5], [0.1, 0.1, -0.1], [-0.4, -0.2, 0.2], [0.0, 0.3, -0.1], [0.5, 0.2, -0.4], [0.9, 0.4, 0.5], [0.3, 0.7, -0.6], [-0.1, 0.0, 0.3], [0.5, -0.1, 0.8], [-0.7, -0.6, 0.4], [0.0, 0.1, -0.1], [0.0, 0.7, 0.6], [-0.4, -1.2, -0.7], [1.5, 0.8, 0.2], [-1.3, -0.1, 0.3], [0.5, -0.2, 0.0], [0.7, -0.5, -0.1], [-0.3, 1.5, 0.8], [-0.9, 0.0, 0.3], [0.7, -0.6, -0.2], [-1.1, -1.3, 0.0], [0.1, 1.1, 0.2], [-0.2, -1.0, 0.6], [1.1, 0.8, -0.5], [-0.5, 0.9, 0.2], [0.1, 0.3, 0.0], [1.0, -0.3, -0.5], [-0.1, -0.3, -0.6], [-0.2, 0.0, 0.2], [-0.2, -0.3, -0.1], [-0.5, 0.8, 0.0], [0.2, -0.8, -0.5], [0.2, -0.2, -0.5], [-0.1, 0.0, 0.1], [-0.3, -0.2, 0.0], [1.2, -1.1, -0.2], [0.6, -0.3, -1.0], [0.5, -0.1, 0.5], [0.4, -1.0, -0.9], [-0.2, 0.5, -0.3], [0.1, -0.6, -0.2], [-0.1, 0.8, 0.1], [-2.0, 0.7, 1.8], [-0.7, 1.3, 0.1], [0.0, 0.0, 0.4], [0.1, 0.3, 0.1], [-0.2, 0.2, -0.2], [-0.1, -0.2, -1.2], [0.4, 0.1, 1.0], [-0.3, 0.5, 0.9], [-0.3, 0.3, 0.5], [-1.0, 0.6, -1.1], [0.1, 0.7, -0.1], [-1.1, -0.1, 0.5], [0.1, -0.2, 0.4], [-0.4, -0.2, -0.4], [0.5, -0.9, -0.2], [0.0, 0.0, 0.1], [0.7, -0.5, 0.6], [0.1, 0.3, 0.1], [0.8, -0.3, -0.2], [0.5, 0.4, -0.4]]}